[1]
# C45H53Br3HgN6O4PS4Te

C45H53Br3HgN6O4PS4Te as an isolated structure (ωB97M-V/def2-TZVPD, the OMol25 dataset).

Output
Energy relative to the best compared isomer or geometry (same formula, charge and spin) (kcal per mole): 15.60
Spin multiplicity: 2
Gap between HOMO and LUMO (spin up / spin down) (eV): 5.54 / 5.04
Largest force on an atom (eV Å⁻¹): 0.51
Charge: -2

Geometry as XYZ:
```
118
Properties=species:S:1:pos:R:3:lowdin_spin:R:1
Hg -0.66 -0.64 -0.76 0.01
Br -6.53 -0.64 -5.01 0.00
C -4.77 -1.06 -4.42 0.00
C -3.79 -0.10 -4.45 0.01
C -2.52 -0.46 -4.00 0.01
N -2.24 -1.68 -3.55 0.00
C -3.21 -2.59 -3.51 0.00
C -4.50 -2.33 -3.95 0.00
C -2.83 -3.90 -2.89 0.00
C -3.37 -5.10 -3.32 0.00
C -2.93 -6.25 -2.69 0.00
Br -3.62 -7.93 -3.24 0.00
C -1.98 -6.19 -1.70 0.00
C -1.51 -4.93 -1.34 0.00
N -1.93 -3.81 -1.92 0.00
H -3.99 0.91 -4.78 0.00
H -1.70 0.25 -4.00 0.01
H -5.28 -3.08 -3.88 0.00
H -4.09 -5.14 -4.13 0.00
H -1.59 -7.07 -1.21 0.00
H -0.75 -4.83 -0.58 0.00
C 4.26 5.71 4.20 0.00
C 4.69 4.76 3.07 0.00
C 5.51 3.63 3.69 0.00
C 5.59 5.52 2.10 0.00
C 3.45 4.23 2.35 0.00
C 3.03 2.91 2.42 0.00
C 1.88 2.50 1.76 0.00
Br 1.40 0.66 1.97 0.00
C 1.04 3.34 0.97 0.00
O 0.00 2.91 0.37 0.06
C 1.49 4.72 0.94 0.00
C 2.64 5.10 1.60 0.00
C 0.67 5.74 0.16 0.00
C 0.66 5.37 -1.33 0.00
C 1.22 7.17 0.27 0.00
C -0.77 5.77 0.72 0.00
H 5.13 6.08 4.75 0.00
H 3.60 5.19 4.90 0.00
H 3.71 6.56 3.80 0.00
H 6.42 4.04 4.14 0.00
H 5.80 2.89 2.94 0.00
H 4.96 3.10 4.47 0.00
H 6.50 5.86 2.61 0.00
H 5.09 6.40 1.69 0.00
H 5.88 4.88 1.26 0.00
H 3.58 2.17 2.99 0.00
H 2.94 6.14 1.55 0.00
H 1.69 5.40 -1.72 0.00
H 0.05 6.08 -1.90 0.00
H 0.27 4.37 -1.47 0.01
H 2.22 7.25 -0.16 0.00
H 1.26 7.51 1.31 0.00
H 0.56 7.84 -0.28 0.00
H -1.24 4.80 0.60 0.00
H -1.36 6.53 0.20 0.00
H -0.75 6.02 1.78 0.00
N 0.66 0.80 -3.50 0.00
C 1.51 0.04 -3.29 0.00
N 2.49 -0.79 -2.96 0.00
C 2.77 -0.95 -1.51 0.00
C 3.81 0.07 -1.06 0.00
C 5.06 -0.02 -1.93 0.00
C 4.71 0.15 -3.40 0.00
C 3.66 -0.87 -3.82 0.00
H 3.13 -1.97 -1.36 0.00
H 1.84 -0.84 -0.97 0.00
H 4.04 -0.10 -0.01 0.00
H 3.38 1.08 -1.13 0.00
H 5.52 -1.01 -1.79 0.00
H 5.80 0.72 -1.62 0.00
H 5.60 0.06 -4.04 0.00
H 4.30 1.16 -3.56 0.00
H 4.06 -1.88 -3.73 0.00
H 3.34 -0.73 -4.86 0.00
C -4.38 -1.34 3.92 0.00
O -4.52 -0.65 2.69 0.00
P -3.21 -0.75 1.66 0.00
O -2.19 0.28 2.33 0.00
C -2.31 1.71 2.32 0.00
O -3.87 0.18 0.50 0.00
C -4.43 -0.50 -0.62 0.00
H -5.25 -1.12 4.53 0.00
H -3.48 -1.02 4.46 0.00
H -4.32 -2.43 3.76 0.00
H -1.56 2.09 3.00 0.00
H -3.31 2.01 2.64 0.00
H -2.08 2.09 1.32 0.00
H -4.55 0.23 -1.41 0.00
H -5.41 -0.92 -0.36 0.00
H -3.77 -1.30 -0.97 0.00
S 3.02 -8.85 2.79 0.00
C 2.39 -7.78 1.66 0.00
S 3.33 -6.55 0.89 0.00
C 1.94 -5.95 0.00 0.00
N 0.86 -6.64 0.28 0.00
N 1.13 -7.66 1.20 0.00
C -0.01 -8.42 1.58 0.00
C 0.08 -9.78 1.83 0.00
C -1.07 -10.49 2.17 0.00
C -2.30 -9.85 2.25 0.00
C -2.38 -8.49 1.98 0.00
C -1.24 -7.77 1.65 0.00
S 2.05 -4.65 -1.08 0.00
H 1.03 -10.28 1.76 0.00
H -1.00 -11.55 2.36 0.00
H -3.19 -10.41 2.52 0.00
H -3.33 -7.98 2.04 0.00
H -1.29 -6.72 1.43 0.00
Te -2.02 2.55 -1.91 0.68
C -3.26 4.08 -1.26 0.05
C -4.10 4.06 -0.18 0.05
C -4.77 5.30 0.03 0.00
C -4.43 6.24 -0.90 0.05
S -3.30 5.62 -2.02 0.01
H -4.22 3.19 0.45 0.00
H -5.46 5.48 0.84 0.00
H -4.80 7.25 -0.98 0.00
```



[2]
# C45H53NP3PtSi

C45H53NP3PtSi as an isolated structure (ωB97M-V/def2-TZVPD, the OMol25 dataset).

Output
Energy relative to the best compared isomer or geometry (same formula, charge and spin) (kcal per mole): 21.64
Spin multiplicity: 1
Gap between HOMO and LUMO (eV): 7.43
Largest force on an atom (eV Å⁻¹): 0.54
Charge: +1

Geometry as XYZ:
```
104
Properties=species:S:1:pos:R:3:lowdin_charge:R:1
Pt -0.12 0.31 0.13 0.48
N 2.77 -0.29 -1.19 -0.39
P 1.37 0.54 -1.58 0.75
C 1.85 2.29 -1.59 -0.34
C 3.17 2.67 -1.83 -0.07
C 3.49 4.02 -1.92 -0.06
C 2.51 4.99 -1.77 -0.06
C 1.20 4.61 -1.52 -0.06
C 0.87 3.27 -1.42 -0.14
C 1.03 0.22 -3.33 -0.37
C 0.19 1.09 -4.03 -0.10
C -0.14 0.83 -5.35 -0.07
C 0.38 -0.30 -5.98 -0.06
C 1.22 -1.16 -5.29 -0.06
C 1.55 -0.90 -3.97 -0.10
P 2.44 -1.88 -0.54 0.99
C 4.14 -2.53 -0.42 -0.37
C 4.32 -3.88 -0.70 -0.10
C 5.57 -4.46 -0.61 -0.07
C 6.66 -3.69 -0.24 -0.07
C 6.50 -2.33 0.03 -0.07
C 5.25 -1.76 -0.05 -0.09
C 2.13 -1.43 1.21 -0.40
C 1.38 -2.35 1.95 -0.10
C 1.30 -2.25 3.33 -0.07
C 1.98 -1.24 3.99 -0.09
C 2.70 -0.30 3.27 -0.09
C 2.77 -0.38 1.89 -0.12
H 3.58 -0.20 -1.79 0.07
H 3.95 1.94 -1.96 0.10
H 4.52 4.31 -2.11 0.11
H 2.77 6.03 -1.84 0.11
H 0.43 5.36 -1.40 0.11
H -0.15 2.97 -1.23 0.06
H -0.21 1.97 -3.55 0.10
H -0.79 1.50 -5.89 0.11
H 0.12 -0.50 -7.01 0.11
H 1.62 -2.03 -5.79 0.11
H 2.19 -1.59 -3.43 0.08
H 3.46 -4.47 -1.00 0.09
H 5.70 -5.51 -0.82 0.11
H 7.65 -4.14 -0.17 0.11
H 7.36 -1.73 0.32 0.11
H 5.13 -0.70 0.18 0.09
H 0.87 -3.16 1.43 0.08
H 0.73 -2.98 3.89 0.11
H 1.95 -1.18 5.07 0.11
H 3.22 0.51 3.78 0.11
H 3.34 0.34 1.32 0.09
C -0.21 1.70 4.19 -0.09
C -0.55 2.43 2.89 -0.51
C 0.75 2.92 2.23 -0.11
P -1.55 1.48 1.67 0.95
C -2.84 0.52 2.58 -0.51
C -3.69 1.23 3.64 -0.08
C -2.22 -0.74 3.20 -0.13
C -2.30 2.91 0.75 -0.52
C -3.34 3.75 1.49 -0.10
C -2.85 2.56 -0.63 -0.12
H 0.48 2.30 4.77 0.09
H 0.28 0.74 3.98 0.05
H -1.09 1.51 4.81 0.06
H -1.16 3.30 3.15 0.10
H 1.48 2.11 2.21 0.06
H 1.17 3.74 2.81 0.09
H 0.62 3.27 1.21 0.04
H -3.50 0.21 1.76 0.08
H -3.15 1.28 4.59 0.07
H -4.60 0.65 3.82 0.09
H -3.99 2.23 3.38 0.05
H -1.71 -0.50 4.14 0.07
H -1.49 -1.23 2.55 0.03
H -3.01 -1.46 3.44 0.09
H -1.41 3.53 0.60 0.08
H -4.29 3.23 1.55 0.08
H -3.51 4.67 0.92 0.09
H -3.03 4.05 2.49 0.07
H -3.77 1.97 -0.56 0.07
H -2.14 1.99 -1.23 0.02
H -3.10 3.48 -1.16 0.10
C -5.73 0.36 -2.21 -0.07
C -4.66 0.56 -3.07 -0.07
C -3.40 0.10 -2.72 -0.12
C -3.17 -0.57 -1.52 -0.33
C -4.27 -0.79 -0.68 -0.11
C -5.53 -0.33 -1.02 -0.08
Si -1.43 -1.13 -1.19 0.60
C -1.31 -2.80 -0.34 -0.32
C -0.49 -3.75 -0.95 -0.15
C -0.33 -5.02 -0.41 -0.08
C -0.99 -5.36 0.76 -0.08
C -1.84 -4.44 1.37 -0.07
C -1.99 -3.18 0.81 -0.12
H -6.71 0.71 -2.47 0.11
H -4.81 1.08 -4.01 0.11
H -2.57 0.26 -3.41 0.09
H -4.15 -1.35 0.24 0.08
H -6.37 -0.52 -0.36 0.11
H -0.86 -1.35 -2.53 0.01
H 0.04 -3.50 -1.87 0.08
H 0.31 -5.74 -0.90 0.11
H -0.87 -6.35 1.19 0.11
H -2.38 -4.71 2.26 0.11
H -2.66 -2.48 1.30 0.07
```